Entry 1:
{"formula": "C3H6O2", "method": "wB97M-V/def2-TZVPD", "species": ["O", "C", "C", "C", "O", "H", "H", "H", "H", "H", "H"], "coordinates": [[-0.92955, -1.78318, -0.01136], [-0.00725, -0.96364, 0.66382], [-0.24730, 0.50082, 0.32091], [0.62507, 1.21276, -0.61609], [-0.62700, 0.69195, -1.04062], [-1.04018, -1.37632, -0.88463], [-0.14921, -1.12567, 1.73694], [1.03126, -1.24223, 0.42126], [-0.84086, 1.08587, 1.02376], [1.49724, 0.69992, -1.02202], [0.68779, 2.29973, -0.59195]], "lowdin_charge": [-0.054, -0.221, -0.265, -0.108, -0.053, 0.084, 0.122, 0.120, 0.145, 0.117, 0.112], "de_lowest_kj_mol": 201.7, "e_tot_ev": -7301.587, "smiles": "OC[C@H]1CO1", "gap_ev": 11.321}

Entry 2:
{"formula": "C49H36BiCl2N7O11S2Sb", "method": "wB97M-V/def2-TZVPD", "species": ["Bi", "O", "C", "C", "C", "C", "C", "C", "C", "O", "N", "N", "C", "C", "C", "C", "C", "C", "N", "H", "H", "H", "H", "H", "H", "H", "H", "H", "H", "O", "C", "O", "C", "C", "C", "C", "C", "N", "C", "O", "O", "H", "H", "H", "H", "Cl", "C", "Cl", "C", "O", "O", "H", "O", "S", "O", "O", "C", "N", "C", "C", "C", "N", "C", "C", "C", "N", "C", "C", "H", "H", "H", "H", "H", "H", "S", "Sb", "C", "C", "C", "C", "C", "C", "C", "C", "C", "C", "C", "C", "C", "C", "C", "C", "C", "C", "H", "H", "H", "H", "H", "H", "H", "H", "H", "H", "H", "H", "H", "H", "H"], "coordinates": [[19.32585, 10.68105, 17.92714], [20.85891, 15.52502, 20.22793], [20.25566, 14.93283, 21.26919], [20.49219, 15.38281, 22.60991], [20.02661, 14.66761, 23.71706], [19.09848, 13.64907, 23.52141], [18.73006, 13.26266, 22.24380], [19.32053, 13.83367, 21.08062], [19.16050, 13.25960, 19.73659], [18.47371, 12.18897, 19.64007], [19.69495, 13.96500, 18.74322], [19.46335, 13.46393, 17.47362], [19.50574, 14.34264, 16.53577], [19.26875, 14.11575, 15.10637], [19.30843, 15.27771, 14.23361], [19.24134, 15.06936, 12.86745], [19.21767, 13.71231, 12.43816], [19.01970, 12.70904, 13.35589], [19.02958, 12.88269, 14.68537], [20.40292, 15.02111, 19.33320], [21.14639, 16.22485, 22.79545], [20.42776, 14.91895, 24.70527], [18.63890, 13.17348, 24.38848], [18.04182, 12.39222, 22.10138], [19.69657, 15.36281, 16.80222], [19.46330, 16.20364, 14.73071], [19.11514, 15.90890, 12.17175], [19.25493, 13.39252, 11.41968], [18.79669, 11.68844, 13.00088], [18.30657, 8.32396, 13.40521], [18.44499, 8.78398, 14.64946], [18.19740, 9.96180, 14.96403], [18.93237, 7.81798, 15.62578], [19.10000, 6.49218, 15.32698], [19.65458, 5.63722, 16.29507], [19.88299, 6.13306, 17.55738], [19.60221, 7.50364, 17.80567], [19.09356, 8.29804, 16.88319], [19.77873, 7.97441, 19.19370], [20.30705, 7.29234, 20.11867], [19.43700, 9.24012, 19.49296], [18.07139, 9.13051, 12.83875], [18.75726, 6.19248, 14.30913], [19.78267, 4.56530, 16.06932], [20.17565, 5.51040, 18.40897], [24.55983, 12.15580, 18.47462], [23.50513, 10.76925, 18.80531], [24.16762, 9.31851, 17.95788], [21.97860, 10.98428, 18.46571], [21.30385, 11.38097, 19.45790], [21.50612, 10.60562, 17.33756], [23.61592, 10.48359, 19.79090], [9.07796, 8.60690, 14.32710], [9.48863, 7.64620, 15.37834], [10.50656, 6.73831, 14.94459], [8.39971, 7.15481, 16.23749], [10.03515, 9.11510, 16.25563], [9.09836, 9.85976, 16.86048], [9.61364, 10.96889, 17.37748], [10.97661, 11.24496, 17.49329], [11.80634, 10.21698, 17.04190], [11.35010, 9.20153, 16.26672], [13.26512, 10.01024, 17.42377], [13.92900, 10.80338, 18.33005], [15.29150, 10.53016, 18.61612], [15.98890, 9.57697, 17.96974], [15.35700, 8.80697, 17.04163], [14.00872, 9.05231, 16.72468], [8.95593, 11.63647, 17.86808], [11.44402, 12.13343, 17.87711], [13.48604, 11.59732, 18.91772], [15.83735, 11.15420, 19.30647], [15.90855, 8.04688, 16.53501], [13.51844, 8.45730, 15.92340], [21.51040, 10.64698, 13.25231], [23.37453, 10.55165, 11.92017], [22.39241, 11.33748, 10.17914], [23.00053, 12.42979, 9.55221], [22.46246, 12.81953, 8.34221], [21.23797, 12.38415, 7.86528], [20.54665, 11.41388, 8.58274], [21.12789, 10.91904, 9.75562], [24.70339, 11.96325, 12.75101], [24.30911, 12.59596, 13.91125], [25.23799, 13.38858, 14.58030], [26.57513, 13.42186, 14.21550], [26.85230, 12.99288, 12.91230], [25.96025, 12.20312, 12.18115], [23.81935, 8.45069, 11.76468], [25.00941, 8.09995, 12.45080], [25.21186, 6.76041, 12.63544], [24.29720, 5.83040, 12.09921], [23.13884, 6.20430, 11.50881], [22.91514, 7.57984, 11.30514], [23.94158, 12.87621, 9.93897], [22.97369, 13.61880, 7.76747], [20.85402, 12.65299, 6.85265], [19.65814, 10.95216, 8.11783], [20.46286, 10.37191, 10.40265], [23.27714, 12.49673, 14.30140], [24.87441, 13.93702, 15.46585], [27.34481, 14.03957, 14.72836], [27.84171, 13.29256, 12.46495], [26.29194, 11.80880, 11.21868], [25.65580, 8.85796, 12.85900], [26.14180, 6.34726, 13.00988], [24.50584, 4.77955, 12.07005], [22.44512, 5.41285, 11.31237], [22.02344, 8.00673, 10.76787]], "lowdin_charge": [2.070, -0.026, -0.265, -0.025, -0.104, -0.126, -0.027, -0.071, -0.476, -0.196, 0.009, -0.008, -0.074, -0.254, -0.018, -0.054, -0.065, -0.213, 0.127, 0.078, 0.098, 0.101, 0.094, 0.126, 0.112, 0.089, 0.108, 0.089, 0.070, 0.101, -0.473, 0.023, -0.188, 0.029, -0.016, 0.039, -0.190, 0.090, -0.494, 0.054, -0.246, 0.170, 0.141, 0.123, 0.131, 0.589, -0.956, 0.556, -0.707, -0.030, -0.211, 0.024, -0.381, 0.430, -0.346, -0.378, -0.401, 0.134, -0.126, -0.011, -0.199, 0.143, -0.144, -0.014, -0.124, 0.029, -0.116, 0.000, 0.091, 0.093, 0.104, 0.090, 0.084, 0.124, 0.039, 1.287, -0.358, -0.132, -0.115, -0.102, -0.088, -0.147, -0.377, -0.135, -0.082, -0.074, -0.103, -0.138, -0.363, -0.118, -0.074, -0.093, -0.076, -0.125, 0.102, 0.112, 0.117, 0.114, 0.072, 0.069, 0.112, 0.119, 0.119, 0.103, 0.091, 0.106, 0.101, 0.104, 0.121], "de_lowest_kj_mol": 176.1, "e_tot_ev": -143441.715, "total_charge": -1, "gap_ev": 5.936}

Entry 3:
{"formula": "C18H6BrCl3FeN4S7", "method": "wB97M-V/def2-TZVPD", "species": ["Fe", "S", "C", "S", "C", "C", "S", "S", "S", "S", "C", "C", "C", "C", "N", "C", "C", "C", "S", "C", "N", "H", "H", "Br", "C", "C", "C", "C", "C", "N", "H", "H", "H", "H", "Cl", "C", "Cl", "Cl", "C", "N"], "coordinates": [[-0.72519, -0.14879, 1.47849], [-2.68461, 5.04203, 6.12548], [-2.24826, 3.84244, 5.06443], [-3.17101, 3.40341, 3.68267], [-2.12112, 2.15133, 3.07212], [-1.01794, 1.91092, 3.79751], [0.18958, 0.75066, 3.32395], [-0.82032, 2.89857, 5.22132], [-2.46612, 1.31271, 1.58374], [-1.49649, -0.72852, -0.55467], [-0.08821, -1.23174, -1.44335], [-0.17495, -1.51872, -2.80478], [0.95092, -1.86217, -3.54124], [0.82238, -2.12242, -4.94956], [0.69915, -2.32387, -6.07509], [2.19756, -1.93803, -2.90110], [2.28471, -1.67348, -1.54275], [1.16033, -1.31690, -0.80046], [1.31254, -0.93335, 0.88984], [3.38468, -2.26759, -3.64371], [4.33821, -2.53442, -4.22866], [-1.13725, -1.45854, -3.29614], [3.24595, -1.72598, -1.04784], [3.06732, 2.84703, 1.50178], [2.07719, 2.46281, -0.07658], [2.77597, 2.06928, -1.20977], [2.03482, 1.80020, -2.34651], [0.65644, 1.94209, -2.30109], [0.07321, 2.32734, -1.10546], [0.77403, 2.57250, 0.00381], [3.85037, 1.96363, -1.18526], [2.52782, 1.46479, -3.25044], [0.03921, 1.72800, -3.16219], [-1.00163, 2.40831, -1.00061], [-3.44452, -4.49904, 5.00433], [-3.47339, -3.71219, 2.58870], [-5.10592, -3.17092, 2.40516], [-3.07446, -5.17201, 1.75216], [-2.50372, -2.69698, 2.51421], [-1.70728, -1.86238, 2.45755]], "lowdin_charge": [-0.247, 0.420, -1.538, 0.890, -1.111, -1.108, 0.546, 0.894, 0.551, 0.639, -0.664, -0.069, -0.208, -0.193, 0.140, -0.211, -0.070, -0.661, 0.644, -0.193, 0.140, 0.114, 0.116, 0.697, -0.777, -0.127, -0.078, -0.072, -0.160, 0.057, 0.094, 0.109, 0.106, 0.086, -0.287, -1.368, 0.557, 0.552, -0.347, 0.134], "de_lowest_kj_mol": 0.0, "s2": 6.13, "spin_multiplicity": 5, "e_tot_ev": -242571.601, "total_charge": -2, "gap_ev": [6.047, 6.583]}